Here is the ion C3H7N2O2 with charge +1 from the OMol25 dataset. Energies are from ωB97M-V/def2-TZVPD.

E_LUMO (spin up / spin down) = -3.36 / -6.38 eV
M = 103.101 g/mol

```
! wB97M-V def2-TZVPD RIJCOSX def2/J DEFGRID3
* xyz 1 3
C -0.650 -1.158 -0.195
C -1.305 -0.029 -0.163
C 1.071 0.167 0.295
N 0.687 -1.133 -0.057
N -0.179 1.008 -0.006
O -2.530 0.482 -0.170
O 2.039 0.620 -0.541
H -1.168 -2.040 -0.234
H 1.508 0.337 1.237
H 1.059 -2.041 0.311
H -0.195 1.575 -0.859
H -0.176 1.876 0.602
H -2.834 0.418 0.742
H 2.672 -0.082 -0.962
*
```

Here is a cluster of 9 separate species, H18O9 in total from the OMol25 dataset. Energies are from ωB97M-V/def2-TZVPD.

SMILES string = O.O.O.O.O.O.O.O.O
E_LUMO = -0.28 eV
M = 162.135 g/mol

```
! wB97M-V def2-TZVPD RIJCOSX def2/J DEFGRID3
* xyz 0 1
O 1.055 -2.809 3.637
H 0.398 -2.939 4.326
H 0.544 -2.547 2.854
O 2.717 -1.490 -1.377
H 1.809 -1.197 -1.165
H 3.046 -0.843 -2.008
O -0.268 0.572 -3.314
H -1.037 1.147 -3.253
H 0.065 0.516 -2.411
O -0.805 -2.203 1.534
H -1.762 -2.139 1.614
H -0.652 -2.770 0.764
O 0.338 -0.300 -0.437
H 0.073 -0.740 0.389
H 0.734 0.543 -0.152
O -2.680 0.714 0.872
H -3.366 1.235 0.440
H -3.005 -0.186 0.815
O -2.438 -0.729 -1.724
H -1.556 -0.578 -1.351
H -2.746 -1.556 -1.344
O 0.331 4.174 0.300
H 0.847 4.870 0.717
H 0.946 3.425 0.197
O 2.088 1.950 -0.063
H 2.820 2.285 -0.595
H 2.503 1.598 0.736
*
```

Here is a structure of composition C6H4CoNO2S4 from the OMol25 dataset. Energies are from ωB97M-V/def2-TZVPD.

E_LUMO (spin up / spin down) = 2.77 / 2.57 eV
M = 309.304 g/mol

```
! wB97M-V def2-TZVPD RIJCOSX def2/J DEFGRID3
* xyz -1 4
Co -1.742 0.459 0.896
O -1.298 -2.909 -1.313
C -1.246 -1.857 -0.693
O -2.165 -1.274 -0.021
C 0.088 -1.109 -0.707
C 1.191 -1.591 -1.389
C 2.361 -0.852 -1.356
C 2.393 0.342 -0.646
C 1.248 0.752 0.009
N 0.126 0.035 -0.026
H 1.095 -2.526 -1.921
H 3.243 -1.200 -1.880
H 3.288 0.949 -0.597
H 1.207 1.671 0.581
S -1.639 0.677 3.117
S -2.498 2.452 3.699
S -3.016 3.568 1.952
S -2.637 2.414 0.294
*
```

Here is a cluster of 2 separate species, C3H10NO in total from the OMol25 dataset. Energies are from ωB97M-V/def2-TZVPD.

E_LUMO = -5.99 eV
M = 76.119 g/mol

```
! wB97M-V def2-TZVPD RIJCOSX def2/J DEFGRID3
* xyz 1 1
C 2.311 0.509 -1.013
O 1.545 0.393 0.262
H 3.152 1.188 -0.888
H 2.487 -0.526 -1.278
H 1.541 0.896 -1.680
H 2.046 -0.088 0.913
C -1.161 -1.365 0.219
C -2.147 0.887 0.709
N -1.089 0.138 0.494
H -1.037 -1.992 1.097
H -0.325 -1.471 -0.467
H -2.140 -1.483 -0.225
H -2.201 1.644 -0.073
H -2.760 0.592 1.557
H -0.221 0.677 0.373
*
```

Here is an isolated molecule of C4H7NOS2 from the OMol25 dataset. Energies are from ωB97M-V/def2-TZVPD.

SMILES string = CO/N=C/C(=S)SC
E_LUMO = -0.62 eV
M = 149.240 g/mol

```
! wB97M-V def2-TZVPD RIJCOSX def2/J DEFGRID3
* xyz 0 1
C 3.142 0.358 0.202
C -0.218 0.389 -0.325
C -1.403 1.230 -0.252
C -2.604 -1.351 0.092
H 3.665 1.186 -0.222
H 3.902 -0.523 0.102
H 2.816 0.491 1.387
H -0.320 -0.423 -1.107
H -3.655 -1.837 0.121
H -2.140 -1.682 1.205
H -2.019 -1.665 -0.743
N 0.898 0.605 0.055
O 1.927 -0.016 -0.451
S -1.180 2.863 -0.012
S -2.812 0.375 -0.049
*
```

Here is a cluster of 4 separate species, C3H9N2 in total from the OMol25 dataset. Energies are from ωB97M-V/def2-TZVPD.

E_LUMO = -8.91 eV
M = 73.119 g/mol

```
! wB97M-V def2-TZVPD RIJCOSX def2/J DEFGRID3
* xyz 1 1
C 1.816 1.383 -2.138
C 2.690 0.279 -2.225
N 3.060 -0.510 -1.270
C 2.928 -0.866 2.987
N 2.097 -0.104 2.293
H 3.352 -0.963 1.510
H 1.597 1.971 -3.020
H 1.385 1.661 -1.181
H -49.527 -0.439 -0.268
H 3.060 0.076 -3.225
H 2.634 -0.200 -0.381
H 3.726 -0.368 3.550
H -49.492 -0.537 0.463
H 2.646 -1.892 3.266
*
```

| no. | E_tot (eV) |
| --- | --- |
| 1 | -10286.265 |
| 2 | -18719.821 |
| 3 | -92844.554 |
| 4 | -6801.204 |
| 5 | -29464.897 |
| 6 | -6219.868 |